1.
Molecular formula: C15H8Cl4IrN3O10S4
Method: DFT, ωB97M-V/def2-TZVPD

Last column: Mulliken spin population.
Atoms and positions in Å:
Ir  -1.2729  -0.3916  0.2842  0.50
Cl  2.2227  0.1416  -5.4789  0.01
C  1.0448  0.3169  -4.2319  0.03
C  -0.2011  0.8736  -4.5250  -0.01
Cl  -0.5640  1.4041  -6.1261  0.00
C  -1.1566  0.9884  -3.5210  0.02
Cl  -2.7140  1.6515  -3.8291  0.00
C  -0.8686  0.5514  -2.2319  0.02
O  -1.7710  0.6358  -1.2506  0.16
C  0.3947  0.0017  -1.9145  0.01
O  0.6093  -0.3868  -0.6800  0.07
C  1.3369  -0.1098  -2.9416  -0.01
Cl  2.8625  -0.8306  -2.5687  0.00
S  -3.4659  2.1836  3.2620  0.01
C  -2.7063  1.2178  2.1924  -0.01
S  -3.3499  -0.0999  1.2654  0.01
S  -1.0174  1.3262  1.7107  0.14
O  3.7492  -5.3182  -1.9356  0.00
N  3.3683  -4.8685  -0.8712  0.00
O  4.0123  -4.9068  0.1622  0.00
C  2.0599  -4.2324  -0.8335  0.00
C  1.5623  -3.7862  0.3695  0.00
C  0.3551  -3.1188  0.3885  0.01
C  -0.4265  -2.8770  -0.7810  0.01
O  -1.4940  -2.1827  -0.8191  0.02
C  0.1269  -3.4533  -1.9629  -0.01
C  1.3451  -4.0646  -2.0169  0.00
N  -0.6125  -3.3025  -3.2225  0.00
O  -1.7855  -3.5994  -3.2157  0.00
O  0.0213  -2.9387  -4.1953  0.00
N  -0.1078  -2.7074  1.6984  -0.01
O  0.2238  -3.3523  2.6537  0.00
O  -0.8802  -1.7359  1.8330  0.01
H  2.1176  -3.9259  1.2843  0.00
H  1.7539  -4.3954  -2.9606  0.00
C  3.8842  -1.1914  0.7637  0.00
S  2.7953  0.0098  1.5315  0.00
C  3.9380  0.5143  2.8277  0.00
O  1.7377  -0.7922  2.2274  0.00
H  4.1734  -1.9321  1.5097  0.00
H  4.7559  -0.6895  0.3430  0.00
H  3.3105  -1.6501  -0.0379  0.00
H  4.8139  0.9827  2.3784  0.00
H  4.2157  -0.3591  3.4173  0.00
H  3.4122  1.2336  3.4525  0.00

**Multiplicity**: 2
**Expectation value of S²**: 0.76
**HOMO (alpha / beta)**: -5.579 / -5.370 eV
**Kohn-Sham gap (alpha / beta)**: 6.5020 / 5.4795 eV
**Net charge**: -1
**ΔE to the lowest compared entry with this formula, charge and spin**: 4.3 kJ/mol
**Electronic energy**: -5030.78867 hartree

2.
Molecular formula: C11H34B2IN2O11
Method: DFT, ωB97M-V/def2-TZVPD

Last column: Mulliken charge in e.
Atoms and positions in Å:
C  -3.4191  -0.1510  2.9263  -0.59
C  -2.8658  -0.2499  1.8592  -0.64
C  -2.0116  -0.4310  0.5961  -0.02
I  -1.7719  -2.5831  0.5487  -0.04
O  -0.9090  0.3120  0.8212  -0.03
B  -1.0699  1.7116  0.2617  0.95
O  -0.2140  2.0114  -0.9041  -0.58
C  1.1411  2.1708  -0.5962  -0.87
C  1.8986  0.8632  -0.2673  0.40
C  2.2017  0.7323  1.2377  0.10
C  2.7882  -0.6611  1.5201  -1.62
B  -1.3185  2.9494  1.4281  0.55
N  -1.3148  2.7344  2.8867  -0.49
O  -1.6104  4.2520  0.9489  -0.80
O  -2.4655  1.6090  -0.3221  -1.12
C  -2.8540  0.2731  -0.5459  1.47
N  -4.2916  0.2545  -0.4210  -0.63
C  -2.4466  0.0355  -2.0396  -1.20
O  -1.8040  -1.1996  -2.3450  -0.48
C  -0.4020  -1.1061  -2.3554  0.75
C  0.1977  -1.9678  -3.4970  -1.42
H  -3.5901  0.0086  3.9647  0.63
H  1.3299  2.8814  0.2292  0.15
H  1.6172  2.6120  -1.4866  0.30
H  1.3424  -0.0130  -0.6038  -0.47
H  2.8693  0.8479  -0.7810  0.61
H  2.9342  1.4877  1.5267  0.34
H  1.2996  0.8800  1.8368  -0.06
H  3.7110  -0.8112  0.9553  0.30
H  2.0267  -1.4027  1.2597  0.36
H  3.0045  -0.8113  2.5819  0.37
H  -2.2654  2.6125  3.2218  0.20
H  -0.8002  1.8944  3.1199  0.27
H  -0.8083  4.5707  0.5333  0.27
H  -4.6541  -0.6304  -0.0957  0.29
H  -4.6075  1.0319  0.1365  0.26
H  -3.3796  0.0404  -2.6096  0.38
H  -1.8638  0.8785  -2.4093  0.43
H  0.0398  -1.4634  -1.4174  -0.13
H  -0.0414  -0.0819  -2.4821  0.07
H  1.0687  -2.4943  -3.1034  0.29
H  0.5880  -1.3292  -4.2970  0.31
H  -0.5242  -2.6632  -3.9180  0.30
O  1.1690  -4.7538  -4.5535  -0.62
H  1.6136  -5.5880  -4.3681  0.30
H  0.8512  -4.8513  -5.4570  0.30
O  4.7127  0.5557  -1.8855  -0.65
H  5.0558  -0.3232  -1.6954  0.31
H  4.3928  0.4936  -2.7910  0.31
O  -6.7357  -0.0753  3.4118  -0.69
H  -5.8292  -0.0107  3.0839  0.32
H  -7.1269  -0.7679  2.8730  0.30
O  4.7898  1.7057  3.1902  -0.64
H  5.4459  2.0334  2.5682  0.31
H  4.2703  2.4822  3.4201  0.31
O  -0.2822  0.8808  4.9660  -0.61
H  -0.4944  1.6561  5.4957  0.29
H  -0.4931  0.1339  5.5339  0.28
O  4.2278  -4.1083  -3.9777  -0.65
H  3.3044  -4.1631  -4.2570  0.36
H  4.3728  -4.9050  -3.4604  0.31

**Multiplicity**: 1
**HOMO**: -4.396 eV
**Kohn-Sham gap**: 6.2269 eV
**Net charge**: -1
**Electronic energy**: -1724.16544 hartree

3.
Molecular formula: C24H46Br12Li4O6
Method: DFT, ωB97M-V/def2-TZVPD

Last column: Mulliken charge in e.
Atoms and positions in Å:
Li  -2.0832  -15.5184  -23.5149  0.83
Li  -1.0057  -14.6951  -21.0972  0.73
Li  -0.5914  -12.2319  -22.2748  0.91
Li  -1.4965  -12.9573  -24.9144  0.79
C  0.4983  -14.2784  -22.9970  1.10
O  0.6247  -13.7666  -21.8779  -0.82
O  0.1763  -13.4605  -23.8954  -0.96
O  -0.1867  -15.3371  -22.9763  -0.32
C  -2.9915  -13.3120  -22.9649  1.08
O  -2.3442  -12.2153  -23.0729  -1.10
O  -2.6124  -14.1201  -22.0669  -0.86
O  -2.9946  -13.8781  -24.0726  -1.10
C  0.8647  -15.7054  -26.6892  0.35
Br  1.9873  -17.2912  -27.0670  -0.08
Br  -0.7883  -15.8966  -27.6361  -0.06
Br  1.7977  -14.1295  -27.3308  -0.04
H  0.6869  -15.7561  -25.6150  -0.30
C  0.7979  -7.9948  -20.6843  -0.47
Br  1.6984  -8.0400  -18.8739  -0.02
Br  -0.7382  -6.7856  -20.7264  -0.02
Br  0.2889  -9.9031  -21.0986  0.03
H  1.4431  -7.6756  -21.5028  0.42
C  -2.1038  -16.7598  -18.7576  -0.49
Br  -2.9042  -17.9723  -20.1593  -0.01
Br  -3.2561  -15.2637  -18.0457  0.00
Br  -0.2852  -16.1599  -19.2476  0.03
H  -1.9233  -17.2887  -17.8218  0.44
C  2.9626  -13.5200  -19.2118  0.28
Br  4.7320  -14.3102  -18.8181  -0.06
Br  3.1116  -11.6187  -19.8643  -0.04
Br  1.7529  -13.6897  -17.6472  -0.04
H  2.5395  -14.1356  -20.0056  -0.19
C  0.7282  -20.6667  -24.4943  -1.52
C  1.6663  -19.5477  -24.1113  0.36
C  2.1226  -19.7466  -22.6304  -0.89
C  2.5777  -18.4095  -21.9404  -0.08
C  3.0549  -18.6049  -20.4729  -0.63
C  3.4369  -17.3544  -19.7492  -1.00
H  1.1467  -21.5954  -24.1063  0.55
H  0.6636  -20.7613  -25.5783  0.28
H  -0.2457  -20.5407  -24.0213  0.23
H  2.5275  -19.3253  -24.7414  0.43
H  0.9887  -18.7090  -24.2715  -0.17
H  2.9736  -20.4272  -22.6558  0.32
H  1.3449  -20.1899  -22.0085  0.35
H  3.3501  -18.0432  -22.6166  0.32
H  1.7512  -17.6998  -21.9760  0.00
H  2.3210  -19.1463  -19.8760  0.34
H  3.9074  -19.2841  -20.4644  0.38
H  3.8682  -17.4523  -18.7530  0.40
H  4.1361  -16.8108  -20.3845  0.36
H  2.5746  -16.6885  -19.7152  0.00
C  -10.5651  -9.9802  -21.3908  -1.18
C  -9.0777  -9.4915  -21.5241  -0.61
C  -8.1325  -9.8899  -20.3340  -0.55
C  -7.6022  -11.3011  -20.3802  -0.44
C  -6.7777  -11.4281  -19.1411  -0.50
C  -6.0912  -12.8486  -19.0753  -1.01
H  -10.7172  -11.0594  -21.3734  0.30
H  -11.2484  -9.5570  -22.1271  0.37
H  -10.9934  -9.4655  -20.5306  0.30
H  -8.6798  -9.8150  -22.4859  0.35
H  -9.0897  -8.4080  -21.6421  0.34
H  -8.7496  -9.6938  -19.4572  0.28
H  -7.2577  -9.2434  -20.4042  0.34
H  -8.4443  -11.9931  -20.3690  0.30
H  -6.9694  -11.5504  -21.2320  0.26
H  -5.9860  -10.6805  -19.0911  0.30
H  -7.3647  -11.3095  -18.2303  0.30
H  -5.8040  -12.9891  -18.0332  0.33
H  -6.7168  -13.6797  -19.4009  0.31
H  -5.1572  -12.8414  -19.6371  0.19
C  -2.5918  -18.4464  -23.9336  -1.44
C  -2.6410  -18.1482  -25.4381  0.15
C  -2.0371  -19.3516  -26.1996  0.27
C  -2.3746  -19.2545  -27.6825  -0.53
C  -2.1172  -20.4552  -28.5940  -0.74
C  -3.1524  -21.6017  -28.5703  -1.18
H  -3.1810  -17.9175  -23.1844  0.34
H  -1.5426  -18.3690  -23.6483  0.38
H  -2.9461  -19.4612  -23.7526  0.43
H  -3.6597  -17.8545  -25.6911  0.35
H  -2.1979  -17.1557  -25.5208  -0.12
H  -2.5773  -20.2851  -26.0415  0.32
H  -0.9668  -19.5221  -26.0836  -0.36
H  -3.4024  -18.9086  -27.7924  0.42
H  -1.6560  -18.5378  -28.0801  -0.01
H  -1.7422  -20.1282  -29.5638  0.48
H  -1.1696  -20.8834  -28.2671  0.25
H  -3.1953  -21.9620  -29.5982  0.36
H  -2.8392  -22.4398  -27.9478  0.29
H  -4.1593  -21.2676  -28.3202  0.32

**Multiplicity**: 1
**HOMO**: -8.595 eV
**Kohn-Sham gap**: 7.4171 eV
**Electronic energy**: -32311.90736 hartree

4.
Molecular formula: C26H17N5O3PtS
Method: DFT, ωB97M-V/def2-TZVPD

Last column: Mulliken charge in e.
Atoms and positions in Å:
Pt  -0.8369  1.2487  -0.0929  0.28
O  -2.8113  1.3613  0.3590  -0.81
C  -3.4456  2.4822  0.4464  0.42
C  -4.7770  2.4209  0.9520  -0.40
C  -5.5660  3.5316  1.0910  -0.32
C  -5.0850  4.7982  0.7247  -0.63
C  -3.8088  4.8892  0.2240  -0.73
C  -2.9665  3.7758  0.0638  0.50
C  -1.6739  4.0311  -0.5375  -0.15
N  -0.7839  3.1407  -0.7372  0.52
N  0.3805  3.4977  -1.4128  -0.99
C  1.2157  2.4952  -1.4242  0.41
O  1.0454  1.3450  -0.8756  -0.69
C  2.5208  2.7089  -2.1231  0.30
C  3.5789  1.8464  -1.8613  -0.47
C  4.8153  2.0475  -2.4610  -0.49
C  4.9989  3.1028  -3.3439  -0.33
C  3.9329  3.9460  -3.6339  -0.54
C  2.7015  3.7539  -3.0237  -0.30
H  -5.1406  1.4382  1.2242  0.39
H  -6.5685  3.4265  1.4916  0.32
H  -5.7033  5.6809  0.8297  0.36
H  -3.4203  5.8577  -0.0783  0.27
H  -1.4488  5.0439  -0.8697  0.32
H  3.4046  1.0255  -1.1781  0.44
H  5.6423  1.3858  -2.2319  0.36
H  5.9660  3.2732  -3.8027  0.35
H  4.0704  4.7621  -4.3342  0.35
H  1.8608  4.3991  -3.2402  0.40
C  2.9314  -7.1732  -0.1423  -0.84
C  2.1268  -7.9608  0.8615  0.59
O  2.6131  -8.7322  1.6435  -0.54
S  0.3298  -7.8287  0.7197  -0.15
C  0.1199  -6.0693  0.6172  -0.23
C  0.5653  -5.2419  1.6462  -0.11
C  0.3529  -3.8766  1.5827  -0.65
C  -0.3217  -3.2923  0.4957  0.11
C  -0.7638  -4.1481  -0.5303  -0.53
C  -0.5467  -5.5126  -0.4721  -0.27
C  -0.5307  -1.8926  0.4100  2.09
C  -0.7266  -0.6947  0.2825  -2.22
H  3.9578  -7.0726  0.2067  0.29
H  2.4972  -6.1922  -0.3201  0.31
H  2.9270  -7.7297  -1.0808  0.24
H  1.0742  -5.6789  2.4977  0.43
H  0.6965  -3.2335  2.3819  0.47
H  -1.2774  -3.7076  -1.3744  0.43
H  -0.8951  -6.1614  -1.2670  0.39
N  -0.3537  2.0357  2.3030  -0.59
C  -0.8301  1.7483  3.3290  0.55
N  -1.2342  1.4056  4.5132  -0.72
C  -2.0553  1.9444  5.3531  0.48
N  -2.7536  2.3489  6.1993  -0.66

**Multiplicity**: 1
**HOMO**: -1.692 eV
**Kohn-Sham gap**: 5.4080 eV
**Net charge**: -2
**ΔE to the lowest compared entry with this formula, charge and spin**: 70.6 kJ/mol
**Electronic energy**: -2018.00496 hartree